Formula: C24H43FP2Pd
Source: OMol25
Level of theory: wB97M-V/def2-TZVPD

## Properties
M in g/mol: 518.97
<S²>: 6.010
HOMO-LUMO gap (spin up / spin down) in eV: 7.279 / 4.405
Strongest force on any atom in eV/Å: 1.89
ΔE to the lowest compared entry with this formula, charge and spin in kcal per mole: 0.00

The geometry in ORCA input format:
```
! wB97M-V def2-TZVPD RIJCOSX def2/J DEFGRID3
* xyz 2 5
Pd 0.335 -0.720 -1.265
C -0.709 -1.940 0.569
C 0.691 -2.187 0.260
C 0.572 -0.511 1.856
C -0.748 -0.915 1.568
C 1.472 -1.271 1.068
C -1.847 -2.806 0.181
H -1.605 -3.379 -0.720
H -2.751 -2.207 -0.009
H -2.103 -3.533 0.972
C -1.963 -0.397 2.234
H -2.865 -0.759 1.734
H -1.986 0.704 2.214
H -2.034 -0.698 3.291
C 0.945 0.529 2.851
H 0.881 0.159 3.886
H 0.281 1.404 2.776
H 1.975 0.877 2.695
C 2.950 -1.259 1.159
H 3.308 -1.826 2.036
H 3.345 -0.236 1.253
H 3.390 -1.725 0.269
C 1.226 -3.390 -0.437
H 1.488 -4.179 0.267
H 2.120 -3.114 -1.001
H 0.479 -3.776 -1.129
C -2.006 0.877 -6.466
C -1.935 -0.455 -6.628
C -1.085 -1.158 -7.641
C 0.299 -0.508 -7.921
C 1.029 0.013 -6.709
C 0.992 1.283 -6.283
C 0.071 2.365 -6.798
C -1.296 1.877 -7.338
H -1.636 -1.200 -8.595
H 0.186 0.275 -8.672
H -0.929 -2.206 -7.326
H -1.178 1.490 -8.353
H -2.740 1.308 -5.781
H -2.674 -1.099 -6.136
H -1.947 2.754 -7.413
H -0.112 3.102 -5.996
H 1.752 1.637 -5.576
H 0.582 2.908 -7.610
H 0.927 -1.286 -8.363
H 1.723 -0.699 -6.261
P -1.199 0.131 -2.590
P 1.061 1.723 -1.186
C -0.459 1.501 -3.516
C 0.488 2.443 -2.748
H -1.292 2.057 -3.955
H 0.068 1.024 -4.344
H 1.360 2.714 -3.350
H -0.015 3.377 -2.494
C 2.112 2.693 -0.050
H 2.745 2.029 0.557
H 1.500 3.289 0.633
H 2.778 3.368 -0.602
C 2.540 0.768 -1.883
H 3.046 1.416 -2.608
H 2.188 -0.145 -2.395
H 3.234 0.479 -1.088
C -2.787 0.670 -1.933
H -3.252 -0.141 -1.352
H -3.427 0.959 -2.776
H -2.594 1.533 -1.273
C -1.369 -1.406 -3.549
H -0.406 -1.947 -3.530
H -1.641 -1.180 -4.577
H -2.125 -2.049 -3.072
F -0.357 2.153 -0.318
*
```



Formula: C24H43N8O3SSbTeTl
Source: OMol25
Level of theory: wB97M-V/def2-TZVPD

## Properties
M in g/mol: 977.47
HOMO-LUMO gap in eV: 6.544
Strongest force on any atom in eV/Å: 0.25
ΔE to the lowest compared entry with this formula, charge and spin in kcal per mole: 7.70

The geometry in ORCA input format:
```
! wB97M-V def2-TZVPD RIJCOSX def2/J DEFGRID3
* xyz 1 1
Tl 0.887 -1.333 0.196
N 3.061 -3.515 0.279
N 2.643 -4.291 -0.797
C 2.112 -3.747 -1.905
N 1.936 -4.558 -2.942
N 1.804 -2.440 -1.846
N 1.364 -1.802 -2.976
O 1.172 -0.609 -2.825
O 1.174 -2.383 -4.033
H 4.048 -3.664 0.448
H 2.499 -3.722 1.104
H 2.676 -5.297 -0.733
H 2.282 -5.501 -2.914
H 1.504 -4.190 -3.775
C 4.549 1.503 0.887
C 3.708 0.609 0.258
N 2.871 -0.173 0.952
C 2.837 -0.081 2.272
C 3.588 0.844 2.991
C 4.482 1.625 2.272
C 3.449 0.967 4.451
C 2.341 0.832 5.182
C 0.941 0.644 4.737
C 0.044 -0.034 5.551
C -1.259 -0.162 5.098
N -1.662 0.344 3.937
C -0.728 0.978 3.236
N 0.541 1.165 3.570
H 5.237 2.102 0.306
H 3.693 0.501 -0.820
H 2.168 -0.768 2.780
H 5.114 2.338 2.788
H 4.371 1.173 4.985
H 2.458 0.874 6.260
H 0.352 -0.448 6.502
H -2.005 -0.683 5.687
H -1.041 1.397 2.285
C 0.870 3.834 -3.950
C 0.156 2.491 -3.862
C -0.340 2.130 -2.468
S 1.026 1.869 -1.311
O 0.476 0.890 -0.272
C 1.129 3.452 -0.427
C 0.288 3.552 0.838
C -1.218 3.565 0.613
H 1.137 4.058 -4.982
H 1.799 3.840 -3.374
H 0.237 4.647 -3.586
H 0.810 1.691 -4.218
H -0.716 2.495 -4.519
H -0.821 1.149 -2.473
H -1.028 2.865 -2.054
H 0.881 4.220 -1.162
H 2.189 3.550 -0.183
H 0.590 4.482 1.326
H 0.572 2.749 1.519
H -1.511 4.361 -0.077
H -1.742 3.740 1.553
H -1.573 2.615 0.211
Te 0.019 -2.906 2.134
C -3.088 -1.458 -3.946
C -3.411 -0.809 -2.604
Sb -2.109 -1.522 -1.043
C -3.039 -3.425 -0.681
C -4.401 -3.361 -0.001
C -2.860 -0.366 0.612
C -4.270 0.196 0.461
H -3.752 -1.097 -4.733
H -3.200 -2.543 -3.901
H -2.061 -1.251 -4.256
H -4.440 -1.011 -2.301
H -3.303 0.277 -2.655
H -2.326 -3.988 -0.078
H -3.104 -3.919 -1.654
H -4.331 -2.888 0.980
H -4.806 -4.364 0.146
H -5.126 -2.800 -0.594
H -2.137 0.443 0.735
H -2.764 -0.992 1.502
H -4.360 0.847 -0.411
H -4.536 0.786 1.341
H -5.014 -0.593 0.358
*
```



Formula: C24H44AlP2
Source: OMol25
Level of theory: wB97M-V/def2-TZVPD

## Properties
M in g/mol: 421.55
HOMO-LUMO gap in eV: 6.033
Strongest force on any atom in eV/Å: 3.46

The geometry in ORCA input format:
```
! wB97M-V def2-TZVPD RIJCOSX def2/J DEFGRID3
* xyz 1 1
Al 1.171 -0.006 -0.733
C -1.829 -0.899 1.337
C -1.476 -1.988 0.485
C 0.490 -0.890 1.052
C -0.669 -0.216 1.695
C -0.098 -2.060 0.362
C -3.205 -0.595 1.791
H -3.940 -0.732 0.974
H -3.289 0.446 2.157
H -3.515 -1.259 2.618
C -0.581 0.798 2.762
H -1.446 1.483 2.739
H 0.337 1.410 2.667
H -0.569 0.337 3.772
C 1.784 -1.039 1.818
H 1.635 -1.747 2.653
H 2.112 -0.076 2.241
H 2.582 -1.436 1.168
C 0.688 -3.201 -0.148
H 0.627 -4.050 0.565
H 1.758 -2.952 -0.264
H 0.305 -3.561 -1.118
C -2.432 -3.000 -0.035
H -2.554 -3.868 0.650
H -2.089 -3.398 -1.004
H -3.431 -2.562 -0.184
C -0.402 2.377 -1.586
C -1.342 1.482 -1.260
C -1.869 0.384 -2.152
C -0.942 -0.378 -3.146
C 0.448 -0.783 -2.736
C 1.633 0.006 -2.910
C 1.656 1.494 -3.171
C 0.356 2.355 -2.891
H -2.670 0.850 -2.772
H -0.929 0.213 -4.079
H -2.388 -0.389 -1.540
H -0.392 2.092 -3.669
H -0.011 3.076 -0.848
H -1.781 1.487 -0.257
H 0.642 3.411 -3.107
H 2.490 1.955 -2.623
H 2.608 -0.497 -2.910
H 1.933 1.666 -4.232
H -1.472 -1.310 -3.445
H 0.583 -1.853 -2.578
P -0.283 1.510 -5.700
C -0.501 3.288 -6.077
C -1.496 0.798 -6.861
P 2.032 -0.408 -6.050
C 1.322 1.256 -6.553
C 1.315 -1.325 -7.512
C 3.589 -0.074 -7.000
H 0.340 3.869 -5.662
H -1.444 3.636 -5.631
H -0.531 3.415 -7.169
H -1.396 1.279 -7.837
H -2.507 1.002 -6.463
H -1.387 -0.289 -6.968
H 3.398 0.210 -8.051
H 4.205 -0.985 -7.005
H 4.164 0.734 -6.527
H 2.020 2.058 -6.282
H 1.122 1.317 -7.635
H 1.860 -2.275 -7.611
H 1.441 -0.777 -8.458
H 0.248 -1.569 -7.391
C 2.302 1.438 0.022
H 3.213 0.837 0.176
H 1.979 1.815 1.009
H 2.535 2.302 -0.606
*
```



Formula: C24H44BClF5N2O10PS
Source: OMol25
Level of theory: wB97M-V/def2-TZVPD

## Properties
M in g/mol: 724.92
HOMO-LUMO gap in eV: 2.095
Strongest force on any atom in eV/Å: 9.09

The geometry in ORCA input format:
```
! wB97M-V def2-TZVPD RIJCOSX def2/J DEFGRID3
* xyz -2 1
C 3.559 -1.920 -0.634
C 4.020 -0.936 0.594
C 3.603 0.640 0.411
O 2.141 0.784 0.297
C 1.826 1.094 -1.093
C 0.251 1.031 -1.530
O -0.542 1.338 -0.366
C -0.998 0.290 0.497
C -0.410 -1.199 0.428
C 0.599 -1.705 1.616
C -0.185 -2.611 2.787
C 0.534 -4.119 2.862
O -0.166 -5.193 2.408
O 1.906 -4.316 3.427
C 2.550 -5.439 2.672
C 4.153 -5.368 3.059
B -0.987 0.993 2.029
N -0.554 2.470 2.203
O -1.413 0.312 3.263
P -2.924 0.132 0.186
C -3.715 1.906 0.330
C -3.754 -0.974 1.495
C -4.561 -2.212 0.724
C -0.143 2.200 -2.703
C -1.614 1.666 -3.192
C -2.804 2.646 -3.572
C -3.231 2.466 -5.185
Cl -2.757 4.439 -3.257
O -0.086 3.374 -1.890
C 0.507 4.580 -2.315
C 1.728 5.004 -1.251
C 1.445 4.529 0.291
N 2.560 4.220 1.060
C 0.871 2.001 -3.951
F 1.099 0.534 -4.252
F 2.269 2.523 -3.787
C 0.403 2.633 -5.404
F 1.652 3.026 -6.164
F -0.402 3.863 -5.332
F -0.238 1.608 -6.312
H 2.563 -1.615 -1.169
H 4.445 -2.049 -1.423
H 3.378 -2.989 -0.161
H 5.209 -0.968 0.622
H 3.633 -1.349 1.644
H 4.003 1.215 1.370
H 4.135 1.124 -0.515
H 2.169 2.226 -1.258
H 2.479 0.463 -1.853
H -0.083 0.030 -2.055
H 0.100 -1.544 -0.590
H -1.341 -1.948 0.513
H 1.341 -2.500 1.119
H 1.297 -0.897 2.084
H -1.307 -2.819 2.524
H -0.015 -2.070 3.815
H 2.332 -5.190 1.526
H 2.069 -6.465 3.007
H 4.801 -5.936 2.266
H 4.472 -4.232 3.022
H 4.261 -5.828 4.131
H -1.174 3.001 1.553
H 0.446 2.483 1.906
H -1.973 0.918 3.858
H -4.709 1.835 -0.328
H -3.023 2.675 -0.222
H -3.986 2.197 1.430
H -3.012 -1.490 2.241
H -4.566 -0.378 2.121
H -4.155 -2.391 -0.377
H -4.365 -3.245 1.290
H -5.732 -2.053 0.747
H -1.407 0.970 -4.144
H -2.057 0.863 -2.423
H -3.794 2.264 -3.015
H -2.943 1.418 -5.616
H -4.423 2.521 -5.245
H -2.858 3.379 -5.843
H 0.980 4.691 -3.368
H -0.282 5.470 -2.211
H 1.883 6.178 -1.276
H 2.747 4.539 -1.653
H 0.387 4.487 0.788
H 2.279 3.930 2.022
O -1.528 -4.179 5.229
S -2.080 -5.447 5.739
O -1.033 -6.485 5.712
O -3.211 -5.867 4.892
O -2.548 -5.257 7.125
*
```



Formula: C24H44ClN3O
Source: OMol25
Level of theory: wB97M-V/def2-TZVPD

## Properties
M in g/mol: 426.09
HOMO-LUMO gap in eV: 8.020
Strongest force on any atom in eV/Å: 8.32

The geometry in ORCA input format:
```
! wB97M-V def2-TZVPD RIJCOSX def2/J DEFGRID3
* xyz 0 1
C -0.370 6.623 -0.074
C 0.532 5.293 0.337
C -0.065 3.780 -0.052
C 0.785 2.415 0.365
C 2.212 2.591 1.172
C 2.820 4.097 1.533
C 1.989 5.467 1.121
C 2.550 7.009 1.443
C 3.318 7.512 0.085
Cl 4.882 8.393 0.580
C 3.902 6.360 -0.973
C 2.824 6.191 -2.229
C 2.130 7.708 -2.119
O 1.220 8.153 -3.002
N 2.632 8.457 -0.878
H 0.265 7.627 -0.034
H -1.253 6.747 0.706
H -0.775 6.549 -1.190
H -1.100 3.754 -0.624
H 0.308 1.360 0.077
H 2.835 1.638 1.514
H 3.857 4.127 2.079
H 1.672 7.696 1.802
H 3.269 6.881 2.385
H 4.385 5.398 -0.512
H 4.761 6.968 -1.504
H 3.277 6.070 -3.321
H 2.107 5.257 -2.062
H 1.954 9.150 -0.491
C -0.008 -0.207 3.228
C 0.862 -1.176 2.433
N 0.951 -2.515 3.020
C 1.999 -3.344 2.415
C 1.840 -3.721 0.945
C -0.319 -3.202 3.268
C -1.247 -3.427 2.078
H 0.328 -0.136 4.268
H 0.051 0.793 2.787
H -1.062 -0.504 3.221
H 1.868 -0.739 2.396
H 0.496 -1.206 1.401
H 2.123 -4.262 3.003
H 2.955 -2.813 2.525
H 1.084 -4.495 0.808
H 2.785 -4.129 0.567
H 1.585 -2.863 0.319
H -0.873 -2.635 4.026
H -0.124 -4.169 3.749
H -1.338 -2.543 1.441
H -2.252 -3.672 2.438
H -0.918 -4.267 1.464
C -2.651 -6.203 -4.436
C -3.557 -5.944 -3.236
N -2.853 -5.927 -1.952
C -3.756 -5.961 -0.796
C -4.685 -4.767 -0.592
C -1.731 -4.992 -1.838
C -2.015 -3.513 -2.074
H -2.084 -7.131 -4.311
H -3.256 -6.299 -5.345
H -1.946 -5.382 -4.600
H -4.300 -6.752 -3.221
H -4.109 -5.014 -3.411
H -3.170 -6.112 0.119
H -4.378 -6.862 -0.880
H -4.147 -3.900 -0.205
H -5.451 -5.022 0.149
H -5.205 -4.481 -1.509
H -0.952 -5.304 -2.544
H -1.258 -5.106 -0.854
H -2.649 -3.339 -2.948
H -1.073 -2.981 -2.247
H -2.485 -3.048 -1.205
*
```



Formula: C24H44ClN5O5
Source: OMol25
Level of theory: wB97M-V/def2-TZVPD

## Properties
M in g/mol: 518.10
<S²>: 0.750
HOMO-LUMO gap (spin up / spin down) in eV: 2.705 / 8.752
Strongest force on any atom in eV/Å: 7.94

The geometry in ORCA input format:
```
! wB97M-V def2-TZVPD RIJCOSX def2/J DEFGRID3
* xyz -1 2
C -34.736 -0.450 20.339
C -33.730 -0.140 19.296
N -32.495 0.734 19.604
C -33.018 2.059 20.148
C -31.646 0.045 20.637
C -31.024 -1.350 20.222
C -31.825 0.937 18.241
C -30.350 1.388 18.334
O -30.137 2.441 19.338
C -28.757 2.850 19.539
H -35.310 0.447 20.569
H -34.410 -0.872 21.290
H -35.337 -1.280 19.968
H -34.254 0.472 18.561
H -33.328 -1.038 18.827
H -32.110 2.637 20.321
H -33.504 1.882 21.107
H -33.810 2.468 19.521
H -32.322 0.025 21.492
H -30.826 0.722 20.876
H -31.803 -2.084 20.017
H -30.353 -1.700 21.006
H -30.412 -1.222 19.330
H -32.471 1.672 17.761
H -31.854 0.016 17.658
H -30.095 1.657 17.309
H -29.752 0.500 18.539
H -28.671 3.817 19.044
H -28.083 2.106 19.115
H -28.402 2.772 20.567
Cl -26.098 4.270 15.845
O -26.086 5.640 16.132
O -26.629 3.575 17.054
O -27.024 4.049 14.894
O -24.842 3.751 15.468
C -21.804 0.829 15.111
C -21.480 1.259 16.542
C -21.825 2.729 16.996
C -20.670 3.264 17.715
N -19.723 3.651 18.283
H -22.776 0.337 15.110
H -21.164 0.157 14.539
H -22.004 1.724 14.522
H -20.442 1.055 16.803
H -22.055 0.673 17.258
H -22.707 2.917 17.609
H -22.015 3.395 16.155
C -31.407 5.004 16.746
C -30.024 5.496 16.452
C -29.955 6.901 15.957
C -30.863 7.770 16.700
N -31.447 8.515 17.348
H -32.038 5.526 17.465
H -31.374 3.955 17.041
H -31.951 5.220 15.826
H -29.512 4.707 15.901
H -29.424 5.284 17.337
H -30.457 6.972 14.992
H -29.018 7.455 15.892
N -26.101 0.745 15.516
C -26.062 -0.011 14.367
C -26.098 -1.303 14.701
C -26.267 -1.390 16.082
C -26.192 -0.107 16.563
H -26.039 1.743 15.656
H -26.018 0.453 13.393
H -26.149 -2.149 14.033
H -26.328 -2.258 16.722
H -26.251 0.288 17.566
N -29.567 1.217 14.757
C -29.721 -0.152 14.495
C -31.024 -0.424 14.377
C -31.788 0.799 14.554
C -30.818 1.795 14.793
H -28.643 1.547 14.995
H -29.009 -0.959 14.585
H -31.486 -1.386 14.212
H -32.848 0.985 14.463
H -30.724 2.840 15.050
*
```